{"formula": "C7H13NO", "method": "ωB97M-V with the def2-TZVPD basis set", "homo_energy_ev": -8.14, "homo_lumo_gap_ev": 9.02, "largest_force_ha_per_bohr": 0.05562, "energy_ev": -11005.00749, "elements": ["C", "C", "C", "N", "C", "C", "C", "C", "O", "H", "H", "H", "H", "H", "H", "H", "H", "H", "H", "H", "H", "H"], "coordinates": [[0.176, 1.512, 1.349], [0.156, -0.927, 1.730], [0.863, -1.217, -1.557], [-0.312, 0.199, 0.931], [-1.347, 0.098, -0.023], [0.554, 0.240, -1.378], [-2.522, -0.497, 0.193], [1.358, 1.214, -1.820], [-0.931, 0.534, -1.245], [1.248, 1.583, 1.149], [0.018, 1.647, 2.422], [-0.335, 2.318, 0.817], [-0.264, -1.873, 1.382], [1.246, -0.987, 1.653], [-0.103, -0.787, 2.783], [1.578, -1.557, -0.804], [-0.033, -1.840, -1.500], [1.314, -1.388, -2.539], [-2.796, -0.848, 1.179], [-3.212, -0.654, -0.626], [1.073, 2.256, -1.745], [2.270, 0.976, -2.353]], "forces_ev_per_angstrom": [[-0.073, -0.494, -0.169], [-0.375, 0.488, -0.178], [0.020, -0.232, 0.279], [-0.130, -0.063, 0.103], [0.649, -0.863, 0.949], [-1.822, 0.771, -2.066], [0.081, 0.149, -0.309], [-0.917, -0.202, 0.471], [2.470, 0.156, 0.244], [0.073, 0.140, -0.002], [-0.069, 0.057, 0.038], [0.032, -0.232, -0.009], [-0.051, 0.236, -0.059], [0.055, -0.016, 0.065], [-0.001, -0.128, 0.118], [-0.121, -0.049, -0.034], [0.042, 0.150, 0.102], [-0.042, 0.099, 0.116], [0.026, 0.265, -0.045], [0.097, -0.080, 0.032], [-0.103, -0.075, -0.134], [0.158, -0.076, 0.487]]}

***

{"formula": "C7H13NO", "method": "ωB97M-V with the def2-TZVPD basis set", "homo_energy_ev": -9.57, "homo_lumo_gap_ev": 10.41, "largest_force_ha_per_bohr": 0.01977, "energy_ev": -11006.38610, "elements": ["C", "C", "C", "C", "C", "C", "C", "O", "N", "H", "H", "H", "H", "H", "H", "H", "H", "H", "H", "H", "H", "H"], "coordinates": [[-0.621, 0.257, 0.033], [0.817, 0.625, 0.147], [-1.562, 1.154, -0.758], [1.336, 1.842, -0.588], [1.886, -0.437, 0.357], [-0.717, -2.008, 1.276], [-1.052, -1.189, 0.072], [-0.079, 0.830, 1.208], [-1.692, -1.743, -0.864], [-1.892, -1.163, -1.674], [-2.583, 0.783, -0.678], [-1.539, 2.158, -0.346], [-1.280, 1.196, -1.808], [1.617, 1.567, -1.604], [0.592, 2.639, -0.613], [2.215, 2.230, -0.076], [1.764, -0.912, 1.325], [2.870, 0.023, 0.322], [1.837, -1.195, -0.423], [0.149, -2.618, 1.070], [-1.547, -2.671, 1.488], [-0.518, -1.369, 2.132]], "forces_ev_per_angstrom": [[-0.181, 0.139, -0.798], [0.395, -0.357, -0.724], [0.070, -0.131, 0.279], [-0.360, 0.105, 0.346], [-0.216, 0.176, -0.033], [-0.183, 0.267, 0.261], [0.214, 0.303, 0.122], [-0.199, 0.281, 0.957], [-0.233, -0.585, -0.340], [0.111, 0.321, 0.142], [-0.034, 0.027, -0.060], [0.044, 0.065, -0.030], [-0.039, 0.031, -0.124], [0.030, 0.024, -0.054], [0.075, -0.078, -0.113], [0.100, 0.003, -0.005], [-0.010, -0.092, 0.059], [0.115, -0.005, 0.019], [0.040, -0.092, -0.041], [0.326, -0.202, 0.003], [-0.129, -0.127, 0.027], [0.063, -0.075, 0.107]]}

***

{"formula": "C7H13NO", "method": "ωB97M-V with the def2-TZVPD basis set", "homo_energy_ev": -8.21, "homo_lumo_gap_ev": 8.92, "largest_force_ha_per_bohr": 0.06177, "energy_ev": -11002.82705, "elements": ["C", "C", "C", "N", "C", "C", "C", "C", "O", "H", "H", "H", "H", "H", "H", "H", "H", "H", "H", "H", "H", "H"], "coordinates": [[-0.684, -0.585, 0.832], [1.620, 0.044, -0.474], [-0.950, -1.964, 0.281], [0.437, -0.456, 1.758], [0.627, 0.398, 0.619], [-1.597, 0.465, -1.468], [0.371, 1.836, 0.771], [-1.691, 1.674, -1.349], [1.976, -1.329, -0.406], [2.645, -1.508, -1.073], [1.054, -1.262, 1.706], [-1.562, -0.092, 1.238], [2.511, 0.672, -0.332], [1.173, 0.290, -1.447], [-1.463, -0.480, -1.930], [-1.105, -2.661, 1.107], [-0.112, -2.315, -0.315], [-1.867, -1.978, -0.305], [-0.127, 2.072, 1.706], [1.262, 2.447, 0.648], [-0.379, 2.107, -0.098], [-2.139, 2.627, -1.471]], "forces_ev_per_angstrom": [[1.880, 0.932, 0.511], [-0.075, 0.151, 0.184], [0.121, 0.260, -0.206], [0.576, -0.122, 0.911], [-2.130, -2.288, -0.560], [-0.086, 2.179, -0.918], [-1.485, 1.058, -1.559], [-1.050, -2.170, -0.930], [0.047, -0.054, -0.020], [-0.028, 0.028, 0.049], [-0.093, -0.018, -0.068], [0.025, 0.163, -0.195], [-0.049, -0.023, -0.052], [0.107, 0.025, 0.080], [0.088, -0.395, 0.463], [0.064, 0.010, 0.090], [-0.089, -0.102, -0.062], [-0.002, -0.027, -0.136], [0.077, -0.058, 0.157], [0.134, 0.073, 0.073], [1.688, -0.080, 1.835], [0.281, 0.457, 0.354]]}

***

{"formula": "C7H13NO", "method": "ωB97M-V with the def2-TZVPD basis set", "homo_energy_ev": -6.84, "homo_lumo_gap_ev": 7.66, "largest_force_ha_per_bohr": 0.09352, "energy_ev": -11005.48640, "elements": ["C", "C", "C", "C", "C", "C", "C", "N", "O", "H", "H", "H", "H", "H", "H", "H", "H", "H", "H", "H", "H", "H"], "coordinates": [[1.016, -0.412, -0.690], [0.225, 0.593, -2.851], [0.947, 1.068, 1.896], [-0.924, -1.897, 0.205], [0.095, 0.594, -1.339], [-0.185, 0.235, 1.370], [-0.096, -0.640, 0.292], [-1.300, 0.237, 2.155], [-0.467, 1.599, -0.837], [-2.132, -0.177, 1.762], [-1.441, 1.034, 2.756], [1.948, 0.033, -0.348], [1.206, -1.302, -1.288], [1.120, 1.163, -3.108], [0.308, -0.411, -3.264], [-0.623, 1.103, -3.307], [1.734, 0.420, 2.290], [1.389, 1.680, 1.114], [0.625, 1.764, 2.668], [-0.779, -2.390, -0.755], [-0.670, -2.605, 0.998], [-1.994, -1.689, 0.282]], "forces_ev_per_angstrom": [[-1.653, 0.339, 0.874], [-1.142, -0.251, -0.282], [0.120, 0.361, -0.601], [-0.313, 0.585, -0.209], [1.057, 4.126, -2.233], [0.228, -1.939, -1.427], [1.142, -0.629, 3.979], [-0.529, -0.165, 0.636], [1.245, -2.391, -0.927], [0.013, 0.190, 0.152], [-0.091, -0.164, -0.139], [-0.059, -0.002, 0.230], [0.017, 0.308, -0.219], [0.122, -0.109, 0.170], [0.110, -0.023, -0.059], [0.001, 0.017, -0.055], [-0.092, 0.034, 0.109], [0.019, 0.014, -0.066], [-0.067, -0.099, 0.127], [0.003, -0.078, -0.051], [0.003, -0.011, 0.009], [-0.132, -0.111, -0.017]]}

***

{"formula": "C7H13NO", "method": "ωB97M-V with the def2-TZVPD basis set", "homo_energy_ev": -9.46, "homo_lumo_gap_ev": 9.81, "largest_force_ha_per_bohr": 0.03761, "energy_ev": -11006.13450, "elements": ["C", "C", "C", "C", "C", "C", "C", "N", "O", "H", "H", "H", "H", "H", "H", "H", "H", "H", "H", "H", "H", "H"], "coordinates": [[1.304, -0.264, 0.007], [0.955, -0.624, -1.229], [1.803, 1.111, 0.338], [1.404, -1.257, 1.125], [-1.606, 1.679, -0.464], [-1.453, 0.362, 0.242], [-1.848, -0.850, -0.624], [-2.053, -1.989, -0.139], [-1.380, 0.233, 1.445], [-1.926, -2.009, 0.878], [0.725, -1.646, -1.479], [0.947, 0.080, -2.046], [-1.996, -0.694, -1.688], [1.037, -2.233, 0.820], [1.760, 1.772, -0.525], [1.200, 1.530, 1.143], [2.834, 1.065, 0.686], [2.434, -1.343, 1.472], [0.807, -0.914, 1.971], [-0.946, 1.704, -1.328], [-1.370, 2.502, 0.207], [-2.633, 1.783, -0.812]], "forces_ev_per_angstrom": [[0.855, -0.284, -0.448], [0.269, 0.133, 0.263], [-0.393, 0.005, -0.069], [-0.344, 0.078, -0.024], [0.761, 0.145, 0.287], [-1.908, -0.296, 0.111], [0.452, 0.125, 0.717], [-0.354, -0.492, -0.052], [0.486, 0.105, -0.460], [0.178, 0.290, -0.094], [-0.179, -0.174, 0.054], [0.041, 0.198, -0.109], [0.095, 0.109, -0.180], [0.047, -0.103, 0.008], [-0.009, 0.080, -0.040], [0.012, 0.143, 0.117], [0.043, -0.029, 0.046], [0.078, -0.035, -0.033], [-0.039, 0.000, 0.097], [-0.014, 0.095, -0.168], [0.009, 0.025, -0.004], [-0.086, -0.120, -0.020]]}

***

{"formula": "C7H13NO3", "method": "ωB97M-V with the def2-TZVPD basis set", "homo_energy_ev": -8.39, "homo_lumo_gap_ev": 8.88, "largest_force_ha_per_bohr": 0.03818, "energy_ev": -15100.93324, "elements": ["C", "C", "C", "C", "C", "C", "C", "H", "H", "H", "H", "H", "H", "H", "H", "H", "H", "H", "H", "H", "N", "O", "O", "O"], "coordinates": [[-0.693, 1.859, -1.288], [-1.530, 0.338, -2.873], [-1.002, -0.744, -2.306], [-1.025, -2.054, -3.052], [-0.043, 0.493, 3.079], [2.088, -0.825, 3.489], [1.839, 0.431, 1.528], [0.352, 1.679, -1.594], [-0.962, 1.234, -0.434], [-0.861, 2.922, -1.050], [-2.014, 0.298, -3.849], [-0.467, -0.703, -1.356], [-0.747, -1.926, -4.114], [-0.399, -2.814, -2.591], [-2.078, -2.442, -3.087], [-0.070, 1.043, 4.020], [-0.769, -0.338, 3.082], [-0.334, 1.180, 2.271], [1.702, -0.974, 4.513], [2.800, -0.102, 1.418], [1.319, 0.049, 2.756], [-1.610, 1.610, -2.361], [3.099, -1.408, 3.118], [1.404, 1.195, 0.680]], "forces_ev_per_angstrom": [[-0.583, 0.541, -0.331], [-0.291, 0.540, 0.383], [0.480, 0.167, -0.287], [-1.220, -0.191, -0.484], [-0.129, 0.067, -0.049], [1.053, -1.320, 0.667], [1.234, 0.045, -1.316], [-0.500, 0.016, 0.158], [0.212, 0.103, 0.066], [0.309, -0.490, 0.096], [0.029, -0.061, 0.194], [-0.275, 0.062, -0.226], [0.141, -0.105, 0.489], [0.040, 0.039, -0.085], [0.870, 0.063, 0.158], [-0.017, -0.167, -0.001], [0.459, 0.236, 0.133], [0.148, -0.227, 0.338], [-0.106, 0.041, -0.140], [-0.116, 0.369, -0.344], [-0.876, 0.818, -1.263], [0.707, -0.665, -0.216], [-1.414, 1.044, 0.334], [-0.157, -0.926, 1.724]]}

***

{"formula": "C7H13NO3S", "method": "ωB97M-V with the def2-TZVPD basis set", "homo_energy_ev": -8.74, "homo_lumo_gap_ev": 9.34, "largest_force_ha_per_bohr": 0.11285, "energy_ev": -25934.03874, "elements": ["C", "C", "C", "C", "C", "C", "C", "N", "O", "O", "O", "S", "H", "H", "H", "H", "H", "H", "H", "H", "H", "H", "H", "H", "H"], "coordinates": [[0.399, -2.299, 0.685], [-0.609, 1.247, -1.175], [-0.448, 0.974, 1.005], [1.857, -2.092, 0.198], [-0.512, -1.494, -0.232], [-0.031, -0.041, -0.150], [-1.573, 2.998, 0.412], [-0.583, 2.035, 0.058], [2.691, 0.574, 0.472], [2.019, -0.402, -1.721], [-0.618, -2.030, -1.581], [1.818, -0.342, -0.265], [0.104, -3.327, 0.658], [0.204, -1.981, 1.780], [0.117, 1.792, -1.952], [-1.677, 1.024, -1.598], [-1.385, 0.760, 1.639], [0.307, 1.164, 1.889], [2.659, -2.207, 1.039], [2.213, -2.549, -0.636], [-1.519, -1.574, 0.019], [-1.646, 3.076, 1.480], [-1.444, 3.949, -0.141], [-2.657, 2.703, 0.031], [0.314, -1.959, -1.914]], "forces_ev_per_angstrom": [[0.002, -0.007, 1.003], [1.074, -0.441, 0.245], [0.676, -1.091, 2.095], [0.111, 2.202, 5.368], [-0.010, 0.282, -1.289], [0.075, 1.955, -0.614], [-2.502, 0.170, -2.544], [-0.101, 0.142, 0.626], [-1.431, -1.452, -0.210], [-0.079, -0.075, 0.817], [2.348, 0.637, 0.730], [0.802, 1.997, -2.056], [-0.063, -0.712, -0.156], [0.710, -0.179, -1.711], [-1.612, -1.953, 1.298], [1.875, 0.209, 0.655], [0.650, -0.287, -1.390], [-0.762, -0.336, -1.966], [-1.571, 0.179, -1.413], [0.476, -1.639, -2.430], [-1.691, 0.125, 1.270], [0.195, 0.507, 0.418], [0.321, -0.182, 0.786], [1.632, 0.019, 0.791], [-1.127, -0.070, -0.319]]}

***

{"formula": "C7H13NSi", "method": "ωB97M-V with the def2-TZVPD basis set", "homo_energy_ev": -8.39, "homo_lumo_gap_ev": 9.30, "largest_force_ha_per_bohr": 0.08708, "energy_ev": -16833.52856, "elements": ["C", "C", "C", "C", "C", "C", "C", "N", "Si", "H", "H", "H", "H", "H", "H", "H", "H", "H", "H", "H", "H", "H"], "coordinates": [[-2.140, -2.537, -0.799], [-1.596, -1.542, -0.404], [2.624, 0.065, -0.643], [1.912, -0.935, -0.182], [-2.267, 1.314, 1.017], [-0.391, 1.260, -1.270], [1.378, -1.103, 1.206], [0.582, 0.056, 1.611], [-1.056, 0.162, 0.140], [-2.233, -3.405, -1.375], [2.862, 0.228, -1.729], [3.115, 0.727, -0.020], [1.414, -1.304, -1.041], [-3.065, 1.824, 0.502], [-2.706, 0.869, 1.907], [-1.612, 2.055, 1.467], [-0.788, 0.889, -2.200], [-0.725, 2.194, -1.173], [0.646, 1.202, -1.416], [2.190, -1.011, 1.842], [0.743, -1.967, 1.068], [1.113, 0.962, 1.492]], "forces_ev_per_angstrom": [[0.892, 0.063, -0.387], [0.103, 1.689, 0.947], [1.386, -0.214, -1.709], [-0.427, 1.164, -1.283], [0.205, -0.888, 0.916], [-0.283, -4.461, -0.275], [-0.605, 1.615, -2.154], [-3.587, 0.793, -2.327], [2.516, 1.514, 1.876], [-0.699, -0.861, -0.173], [-0.560, -0.344, 1.085], [1.080, 1.455, 1.374], [-0.849, -1.797, -0.332], [-0.072, -0.016, -0.605], [-0.193, -0.378, 0.015], [0.289, 0.350, -0.218], [-0.433, -0.216, -0.566], [-1.213, 3.856, 0.641], [1.359, 0.123, 0.191], [1.614, -1.425, 1.670], [0.109, -0.596, 1.458], [-0.634, -1.426, -0.144]]}

***

Energy above the lowest of the compared OMol25 structures with the same formula, charge and spin: 63.3; 31.5; 113.6; 52.3; 37.3; 57.1; 100.4; 121.0 (kcal/mol)